Formula: C6H10CoO6
Source: OMol25
Level of theory: ωB97M-V/def2-TZVPD

Structure (XYZ):
```
23
Properties=species:S:1:pos:R:3:forces:R:3
O -1.735595 -1.918989 -1.167107 -0.861 -1.663 -1.142
C -2.050077 -0.692901 -1.451115 3.518 -0.569 -3.194
O -1.345025 0.244303 -0.896105 -1.595 1.054 0.854
C -1.321739 0.337527 0.554092 0.136 -0.132 0.802
C -0.514591 1.558965 0.935336 -0.215 0.090 0.291
C 0.815888 1.735098 0.200689 0.174 0.260 0.088
C 1.609081 0.474684 -0.072935 0.062 1.029 -1.595
O 1.789049 -0.244961 1.155967 0.755 -2.210 -0.292
C 2.137599 -1.514186 1.061823 -2.166 3.096 5.693
O 2.553476 -2.067392 0.071974 0.993 -1.303 -2.524
O 1.951506 -2.094951 2.241953 0.493 0.195 -2.122
H -0.893005 -0.595523 0.938712 -0.104 0.132 -0.032
H -2.356797 0.433221 0.902242 0.276 -0.087 -0.003
H -0.346096 1.483500 2.019311 -0.086 0.074 -0.246
H -1.128378 2.455955 0.770792 0.240 -0.209 0.107
H 1.443417 2.434751 0.770987 -0.180 -0.141 -0.188
H 0.638176 2.207638 -0.775746 0.174 -0.164 0.168
H 2.597001 0.728845 -0.477834 -0.214 -0.051 0.148
H 1.106078 -0.184816 -0.793066 0.060 0.056 0.196
H 2.147554 -3.037574 2.169512 0.189 -0.788 0.507
Co -2.764117 1.131478 -3.453235 -0.424 1.761 -1.083
O -2.467328 -0.499671 -2.613408 -1.166 -0.761 1.023
H -1.866076 -2.374998 -2.092842 -0.059 0.328 2.544
```
Positions in Å, forces in eV/Å.

As for the charge: +2. As for the spin multiplicity: 6. Its calculated total energy is -2068.0001 Eh. For the LUMO energy (spin up / spin down), the calculation gives -7.384 / -13.482 eV.

Atomic partial charges in e from the Löwdin method, atoms 1 to 2: 0.207, -0.590